--- a ---
Entry from the Open Molecules 2025 dataset: one molecule with the formula C4H3N3O (the ωB97M-V functional and the def2-TZVPD basis).

Geometry (Å):
C -3.3397 -0.0781 -0.0310
C -2.0356 0.2506 0.1387
C 0.7413 -0.0636 -0.1589
C 2.1994 -0.1171 -0.1256
N -4.3816 -0.5396 -0.1839
N -1.0835 0.7246 0.6485
N 0.1151 0.8444 0.7390
O 0.0969 -0.6371 -0.9680
H 2.5946 -0.8804 0.6262
H 2.6368 -0.3566 -1.0516
H 2.4563 0.8529 0.3665

Multiplicity ... 1
Molecular weight ... 109.09 g/mol
E_LUMO ... -0.037 Eh

Atomic partial charges in e from the Mulliken method, atoms 1 to 5: number 1, C, carries 0.056; number 2, C, carries 0.520; number 3, C, carries 0.728; number 4, C, carries -0.940; number 5, N, carries -0.362

***

--- b ---
Entry from the Open Molecules 2025 dataset: C4H3N3O as an isolated structure (the ωB97M-V functional and the def2-TZVPD basis).

Geometry (Å):
C -1.7425 0.4402 0.0105
C -0.1703 -0.8710 -0.0840
C 1.9535 -0.6606 -0.0961
C -0.3749 0.5848 -0.2148
H -2.1745 1.1582 0.9538
H -2.3029 0.7162 -0.8582
H 2.9415 -0.8346 -0.1403
N 0.8847 -1.4912 0.1438
N 1.8810 0.6406 0.0743
N 0.6506 1.3679 0.1196
O -1.5463 -1.0504 0.0913

Multiplicity ... 1
Molecular weight ... 109.09 g/mol
E_LUMO ... -0.010 Eh

Atomic partial charges in e from the Mulliken method, atoms 1 to 5: number 1, C, carries -0.238; number 2, C, carries 0.577; number 3, C, carries -0.052; number 4, C, carries 0.393; number 5, H, carries 0.243

***

The most stable arrangement is a, and the next structure is 19.1 kcal/mol less stable.

***

--- a ---
Entry from the Open Molecules 2025 dataset: C4H3N3O as an isolated structure (the ωB97M-V functional and the def2-TZVPD basis).

Geometry (Å):
C -1.7878 1.5657 0.0151
C 0.0767 0.3257 -0.4960
C 0.9193 -1.1156 0.7317
C 1.5959 -1.2937 -0.5802
H -1.3402 2.2376 1.1157
H 0.7520 -2.0592 1.4663
H 2.4926 -1.6901 -0.8041
N -0.7905 1.2083 -0.9118
N 0.1361 -0.1622 0.9035
N 1.0125 -0.3873 -1.2626
O -3.0667 1.3707 -0.1775

Multiplicity ... 1
Molecular weight ... 109.09 g/mol
E_LUMO ... -0.079 Eh

Atomic partial charges in e from the Mulliken method, atoms 1 to 5: number 1, C, carries 0.258; number 2, C, carries 0.556; number 3, C, carries -0.048; number 4, C, carries -0.064; number 5, H, carries 0.237

***

--- b ---
Entry from the Open Molecules 2025 dataset: one molecule with the formula C4H3N3O (the ωB97M-V functional and the def2-TZVPD basis).

Geometry (Å):
O 1.8968 -0.3386 -0.9893
C 1.1690 -0.0772 0.0170
C 0.3288 -1.1592 0.8381
C -0.9486 -1.3868 0.1731
N -1.6282 -0.3944 -0.4810
N -1.3671 0.8856 -0.4735
C -0.3964 1.4616 0.2743
N 0.8573 1.1412 0.6624
H 0.7911 -1.8142 1.5447
H -1.4087 -2.3872 0.0329
H -0.5084 2.4532 0.5663

Multiplicity ... 1
SMILES ... O=c1ccnncn1
Molecular weight ... 109.09 g/mol
E_LUMO ... -0.073 Eh

Atomic partial charges in e from the Mulliken method, atoms 1 to 5: number 1, O, carries -0.532; number 2, C, carries 0.574; number 3, C, carries -0.324; number 4, C, carries -0.018; number 5, N, carries -0.296

***

The most stable arrangement is a, and the next structure is 11.3 kcal/mol less stable.

***

--- a ---
Entry from the Open Molecules 2025 dataset: H2KO as an isolated structure (the ωB97M-V functional and the def2-TZVPD basis).

Geometry (Å):
O -1.0496 2.2375 1.7107
H -0.6326 2.0569 2.5835
H -1.9974 2.0043 1.8356
K 0.1419 -0.2932 -0.2322

Multiplicity ... 1
Molecular weight ... 57.11 g/mol
E_LUMO ... -0.164 Eh
Total charge ... +1

Need the Mulliken charges? In units of e they are: number 1, O, carries -0.679; number 2, H, carries 0.350; number 3, H, carries 0.350; number 4, K, carries 0.979

***

--- b ---
Entry from the Open Molecules 2025 dataset: H2KO as an isolated structure (the ωB97M-V functional and the def2-TZVPD basis).

Geometry (Å):
K 27.5255 16.5469 25.3911
O 27.9800 17.8941 28.1109
H 27.8148 17.4434 28.9390
H 28.7884 17.5016 27.7812

Multiplicity ... 1
Molecular weight ... 57.11 g/mol
E_LUMO ... -0.168 Eh
Total charge ... +1

Need the Mulliken charges? In units of e they are: number 1, K, carries 0.981; number 2, O, carries -0.643; number 3, H, carries 0.348; number 4, H, carries 0.313

***

The most stable arrangement is a, and the next structure is 2.5 kcal/mol less stable.

***

--- a ---
Entry from the Open Molecules 2025 dataset: C15H31NO3OsP2 as an isolated structure (the ωB97M-V functional and the def2-TZVPD basis).

Geometry (Å):
P 0.0785 -2.5095 -3.9500
P -0.1565 1.5386 -5.7306
C -0.3897 -1.1751 -6.3287
C 0.3593 0.0530 -6.6801
H -1.4710 -1.0832 -6.1632
H -0.1061 -2.0869 -6.8723
H 1.4498 -0.1055 -6.5567
H 0.1579 0.3148 -7.7252
C -1.6145 2.3939 -6.2874
H -1.8611 3.1878 -5.5802
H -2.4728 1.7318 -6.3433
H -1.4256 2.8296 -7.2629
C 1.0823 2.8390 -5.5837
H 0.9506 3.5007 -6.4494
H 2.1143 2.4696 -5.6249
H 0.9462 3.4122 -4.6588
C -1.4204 -3.2489 -4.6662
H -1.8092 -4.0408 -4.0287
H -1.1387 -3.6532 -5.6363
H -2.2075 -2.5093 -4.8377
C 1.4977 -3.0078 -5.0011
H 2.1598 -2.1316 -5.1353
H 1.0785 -3.3243 -5.9726
H 1.9777 -3.8414 -4.4781
Os -0.1248 -3.0680 -1.9544
C 1.1155 1.8822 -1.6239
C -0.2435 1.9713 -1.5935
C -1.4696 2.3909 -2.4480
C -1.9457 1.2440 -3.3160
C -0.8041 0.8976 -4.2832
C 0.3393 0.6272 -3.4428
C 1.7817 0.6292 -3.7178
C 2.2093 1.6736 -2.6578
C 1.4461 -2.5823 -0.6880
H 1.5645 2.3429 -0.7333
H -0.6463 2.0002 -0.5540
H -1.3703 3.3005 -3.0561
H -2.2704 2.6899 -1.7587
H -2.0944 0.3646 -2.6507
H -2.8674 1.4794 -3.8458
H -1.1311 -0.1111 -4.6296
H 0.0666 -0.0649 -2.6239
H 2.1781 0.8752 -4.7213
H 2.1828 -0.3680 -3.4410
H 3.0644 1.2650 -2.1158
H 2.6072 2.5598 -3.1534
H 1.5197 -1.4880 -0.6942
H 2.3742 -3.0316 -1.1215
H 1.1881 -3.0307 0.3001
O -2.6786 -1.0939 0.5986
N -1.6311 -1.2418 0.0092
O -0.6449 -0.5472 -0.1589
O -1.5944 -2.8103 -0.9868

Multiplicity ... 5
⟨S²⟩ ... 6.127
Molecular weight ... 525.60 g/mol
E_LUMO (alpha / beta) ... -0.292 / -0.322 Eh
Total charge ... +2

Atomic partial charges in e from the Mulliken method, atoms 1 to 5: number 1, P, carries 0.831; number 2, P, carries 0.872; number 3, C, carries -1.721; number 4, C, carries -0.577; number 5, H, carries 0.548

***

--- b ---
Entry from the Open Molecules 2025 dataset: C15H31NO3OsP2 as an isolated structure (the ωB97M-V functional and the def2-TZVPD basis).

Geometry (Å):
P -0.2770 -0.5589 -2.3750
P -1.3299 -1.8077 0.5822
C -1.2375 -2.1496 -2.2019
C -2.1749 -2.2034 -1.0006
H -0.5004 -2.9644 -2.1698
H -1.8107 -2.2332 -3.1367
H -3.0313 -1.5184 -1.1168
H -2.5615 -3.2252 -0.8593
C -0.6282 -3.4319 1.0011
H -0.1470 -3.3913 1.9854
H 0.1086 -3.7487 0.2533
H -1.4638 -4.1425 1.0304
C -2.7759 -1.7030 1.6709
H -3.2054 -2.7134 1.7293
H -3.5176 -1.0025 1.2620
H -2.4682 -1.3700 2.6718
C 0.6808 -1.0617 -3.8325
H 1.3618 -0.2615 -4.1392
H -0.0386 -1.2719 -4.6350
H 1.2536 -1.9669 -3.5968
C -1.6003 0.4240 -3.1521
H -2.4607 0.5550 -2.4857
H -1.9133 -0.1272 -4.0459
H -1.2123 1.4050 -3.4444
Os 1.6321 2.1273 0.6533
C 0.0394 1.7437 2.2224
C 1.0599 0.7740 2.3489
C 1.1582 -0.5686 1.6876
C 1.6108 -0.6959 0.1884
C 1.4314 0.4568 -0.7503
C 0.2886 1.4292 -0.7872
C -0.9807 1.1185 -0.0515
C -1.1860 1.7072 1.3582
C 1.6774 4.0949 0.8653
H 0.0280 2.4934 3.0177
H 1.6426 0.8319 3.2758
H 0.1993 -1.1037 1.8708
H 1.9089 -1.1462 2.2562
H 2.6866 -0.9540 0.2037
H 1.1320 -1.5976 -0.2306
H 2.1245 0.4640 -1.6000
H 0.2124 2.0368 -1.6935
H -1.0159 -0.0081 0.0432
H -1.8471 1.4017 -0.6635
H -1.5628 2.7387 1.2592
H -1.9890 1.1377 1.8545
H 1.4689 4.3598 1.9147
H 0.9078 4.5296 0.2054
H 2.6738 4.4636 0.5696
O 5.0976 1.8942 2.8265
N 3.9473 2.2058 2.6248
O 3.1395 2.7797 3.3306
O 3.4643 1.7543 1.2053

Multiplicity ... 5
⟨S²⟩ ... 6.036
Molecular weight ... 525.60 g/mol
E_LUMO (alpha / beta) ... -0.311 / -0.348 Eh
Total charge ... +2

Atomic partial charges in e from the Mulliken method, atoms 1 to 5: number 1, P, carries 0.970; number 2, P, carries 0.947; number 3, C, carries -1.209; number 4, C, carries -1.042; number 5, H, carries 0.494

***

The most stable arrangement is b, and the next structure is 90.1 kcal/mol less stable.